2 unconnected molecules or ions with the total composition C6H13N3 at a distorted geometry, computed with ωB97M-V with the def2-TZVPD basis set.

CARTESIAN COORDINATES (ANGSTROEM)
N -0.46958 -2.95953 0.54335
N 0.57639 0.44425 -2.29394
N 0.27461 -1.87710 -0.03351
C -0.49575 -0.81572 -0.25377
C 0.05837 2.34436 0.07954
C 0.43125 0.92842 0.45370
C -1.94937 -0.68941 0.15969
C 1.90949 0.66351 0.52680
C -0.09057 0.03480 -1.35582
H 2.36368 1.29653 1.29738
H -2.02923 -0.85194 1.23422
H -0.05342 0.65182 1.38932
H 0.27830 0.21292 -3.24011
H 0.54810 2.65711 -0.84536
H -2.53751 -1.45916 -0.33939
H 2.09344 -0.37793 0.79651
H -2.35246 0.29374 -0.08567
H 2.40089 0.89249 -0.42338
H -1.02149 2.46675 -0.03000
H 0.39162 3.02689 0.86962
H -0.13720 -3.07557 1.49850
H -0.18955 -3.80725 0.05234

HOMO, hartree: -0.2647
Net charge: 0
ΔE to the lowest compared entry with this formula, charge and spin, kcal per mole: 121.0
Strongest force on any atom, hartree/bohr: 0.0549
E_LUMO, eV: 0.60
DFT total energy, eV: -10898.16310
Kohn-Sham gap, eV: 7.81

=====

A molecular structure, C4H5IS3 at a distorted geometry, computed with ωB97M-V with the def2-TZVPD basis set.

CARTESIAN COORDINATES (ANGSTROEM)
I -3.48398 -0.54310 -0.10583
S 1.60647 1.45386 -0.94559
S 0.64972 2.55054 0.37563
S -0.88842 0.17360 1.52822
C -1.45828 -0.10434 -0.03159
C 0.74142 -0.53369 1.59103
C -0.72509 -0.28611 -1.19338
C 0.59334 0.27204 -1.56038
H 0.98701 -0.57332 2.58041
H 0.69773 -1.48021 1.19121
H 1.48637 -0.00950 0.87896
H 1.08419 -0.36459 -2.24482
H -1.29049 -0.55518 -2.06387

HOMO (alpha / beta), hartree: -0.3047 / -0.3047
Net charge: 0
ΔE to the lowest compared entry with this formula, charge and spin, kcal per mole: 20.0
Strongest force on any atom, hartree/bohr: 0.0849
E_LUMO (alpha / beta), eV: -1.16 / -1.16
DFT total energy, eV: -44833.18752
Kohn-Sham gap (alpha / beta), eV: 7.13 / 7.13

=====

A single C14H11BrN6O4 molecule at a distorted geometry, computed with ωB97M-V with the def2-TZVPD basis set.

CARTESIAN COORDINATES (ANGSTROEM)
Br -0.41996 2.05562 -3.63900
O -3.14733 0.60608 1.74942
O 3.03534 1.53568 1.56763
O -2.24957 2.65808 1.19197
O 3.63512 -0.58161 1.62286
N 1.50436 4.58014 -2.88711
N 0.75802 2.01367 0.29423
N -2.04207 1.47714 1.42655
N 2.74315 0.30233 1.54642
N -2.70888 -0.70085 1.98104
N -1.38980 -3.92559 2.78792
C -0.40559 -1.65942 1.97306
C -0.95050 -2.91564 2.39557
C 0.36869 1.64592 -0.95616
C 1.36649 3.19703 0.50937
C 1.23397 3.73817 -1.85033
C 0.96052 -1.36156 1.74263
C 1.84565 4.15849 -4.23417
C 0.46671 1.14124 1.42996
C -0.92265 0.66863 1.41454
C 1.62677 4.05911 -0.52743
C 1.37178 -0.05422 1.47798
C 1.70978 5.99757 -2.65195
C 0.53253 2.50063 -2.02640
C -1.35166 -0.60452 1.77945
H 2.77595 6.26431 -2.69156
H 1.72405 -2.13852 1.81790
H 2.82664 4.58446 -4.51620
H 1.08255 4.52984 -4.93850
H 1.61898 3.42458 1.54615
H 2.16053 4.97628 -0.29176
H 0.62397 1.76689 2.33656
H 1.32678 6.28360 -1.67416
H 1.16297 6.56813 -3.41296
H -0.10638 0.67454 -1.05553
H 1.89375 3.07082 -4.30169

HOMO, hartree: -0.2811
Net charge: 0
Strongest force on any atom, hartree/bohr: 0.0712
E_LUMO, eV: -1.01
DFT total energy, eV: -101860.51805
Kohn-Sham gap, eV: 6.64

=====

10 unconnected molecules or ions with the total composition C53H122N14O10 at a distorted geometry, computed with ωB97M-V with the def2-TZVPD basis set.

CARTESIAN COORDINATES (ANGSTROEM)
O -0.01016 -2.73743 -4.63526
O -2.29025 2.42267 -4.60460
O 2.43373 2.98774 -3.30326
O -2.03582 -7.36878 -2.32891
O -3.53532 -0.50537 -0.54986
O 0.38387 -0.27373 1.15487
O 0.73840 -2.43540 4.27892
O 3.68317 -1.49488 5.11024
O -2.42778 1.20708 4.65096
O 0.62505 6.80552 0.17216
N 4.00991 -0.36418 5.86860
N 0.67351 -3.87251 2.50111
N -0.59592 -0.08225 4.95790
N -3.23745 3.36381 -2.76984
N -1.01947 0.01861 -2.35158
N -2.55049 4.68645 -4.50036
N -0.73509 1.14060 3.07143
N 0.74687 1.98162 -4.47272
N -1.92202 -5.99987 -1.96597
N 0.41173 4.02705 -3.58948
N 2.52076 -3.77144 3.83071
N 0.72719 -2.28988 -5.74694
N 1.51282 6.74866 1.26593
N -4.81976 -0.29980 -0.02742
C -2.42837 -3.36276 -1.08256
C -2.34648 -3.73836 -2.56766
C 4.76899 1.97966 5.91909
C -4.17053 0.79131 2.10916
C 3.73094 6.49044 3.01841
C 0.69415 -1.31447 -8.07758
C -3.21144 -5.99451 0.31599
C 1.26628 -3.31006 3.58697
C -4.68279 -2.25451 1.47560
C 1.27128 2.95801 -3.70782
C -2.77899 -5.17882 -2.82449
C 2.44431 4.47000 0.76511
C 2.60171 5.47583 3.04978
C -0.00618 -2.21732 -7.01543
C 0.42495 4.76356 2.15947
C 1.80843 -0.25970 1.00037
C -0.31268 -0.61169 -0.02263
C 3.14223 7.87627 2.75095
C 2.17402 -2.31786 -5.67551
C -5.47434 -1.56738 0.32041
C 2.28575 7.94624 1.45167
C -4.31475 -5.34014 -2.70511
C 5.95544 1.45971 6.71605
C 2.19524 -1.43268 -8.08967
C 4.21765 0.83138 5.01243
C 4.76502 -0.75001 7.11009
C 5.43557 0.46693 7.74320
C 2.63724 -1.85659 -4.31293
C 2.74431 -1.27132 -6.67973
C -2.69016 3.42733 -4.00912
C 3.75270 -1.36035 8.09872
C 5.23414 0.67378 3.87894
C -6.90536 -1.32641 0.82608
C -7.22440 -0.05560 1.64733
C 2.82438 -3.67545 -6.01006
C -2.35177 -5.48427 -4.26496
C -1.52664 -4.36623 -0.27220
C 1.76133 5.40263 1.78204
C -6.42273 1.15457 1.12487
C -4.35979 2.08734 -0.02425
C -0.78114 -6.69441 0.10205
C -1.34092 -1.56330 -6.73222
C -1.31085 0.82391 4.27477
C -0.26847 1.71716 -0.80720
C -1.89773 -5.83357 -0.50502
C -0.07957 0.28482 -1.26204
C -0.15808 -3.62476 -7.60987
C 1.28924 9.11984 1.62120
C -5.55424 -2.56753 -0.83042
C 2.87119 1.30033 4.53277
C 3.26719 8.27916 0.30101
C -4.95590 0.92069 0.77901
C 5.89544 -1.72199 6.79670
H 3.48345 -2.34214 7.71408
H -0.71626 -0.78174 -2.89942
H -4.95837 -1.84034 2.44469
H -3.63058 4.16020 -2.30655
H -0.15586 -3.49036 2.08435
H 3.62932 9.30070 0.40282
H -0.16684 2.45776 -1.60319
H 2.03997 5.55901 3.98554
H 1.21284 6.60857 -0.57546
H 3.45209 4.78655 0.47236
H -2.19579 -2.32191 -0.86795
H -1.27613 -5.49984 -4.43582
H -4.69653 -5.33251 -1.68478
H -1.24340 -0.60301 -6.22068
H -1.63175 -4.08376 0.77771
H 2.36034 -2.46581 -3.44721
H 2.43533 0.50733 3.91173
H -2.03949 -2.14547 -6.12914
H -3.44028 -3.45667 -0.67866
H 0.64789 3.82862 2.67359
H 0.70610 8.78458 2.47951
H -0.17105 -3.65296 -4.91856
H 4.12742 7.61556 0.43974
H 4.24834 6.40032 3.97444
H -0.48705 -4.16271 -0.55618
H 4.12558 -1.29966 9.12183
H -3.59960 -2.30590 1.36519
H 6.47367 -1.87380 7.71139
H -2.99101 -3.02640 -3.08630
H 2.49974 -2.31331 -8.65807
H -0.57399 3.86514 -3.67745
H 1.80032 10.06359 1.80883
H 3.04601 4.49192 3.24636
H 4.72888 1.09881 8.29554
H -1.31595 1.83317 -0.50037
H 3.98369 8.57089 2.65456
H 1.09895 -4.61598 1.98163
H 0.14387 -0.58026 4.49146
H 2.05370 -0.97968 -3.99804
H -3.62745 -0.45217 -1.50714
H -0.99685 0.81797 -2.97274
H -6.45422 1.79917 2.00747
H 0.67893 9.21288 0.72647
H -1.34028 -0.38300 0.28546
H -8.28036 0.16214 1.49755
H 0.13672 -6.43407 -0.42760
H -3.16519 0.42539 1.90309
H 6.78825 1.09460 6.11154
H -0.99188 -0.44246 5.80623
H -0.17337 5.48006 2.72981
H -4.99666 -3.30144 1.57669
H -7.63778 -1.44621 0.01823
H -4.09869 2.97841 0.55270
H -0.66265 -6.44498 1.15575
H -0.17143 2.08395 -4.87708
H 2.93445 2.14775 3.84450
H 2.61040 -4.03687 -7.02043
H -1.29103 -3.61257 -2.80900
H 6.44155 2.27533 7.26307
H 3.81397 -1.48101 -6.64859
H 2.12299 -0.90299 0.17372
H 3.68324 -1.55685 -4.28711
H 0.36139 2.01867 0.02931
H 2.15205 1.53234 5.31610
H -1.01541 -7.74887 -0.03318
H 0.41665 -0.26645 -7.95195
H 2.90883 8.08780 -0.71149
H -3.88524 -6.65961 -0.24225
H 2.41164 -4.51419 -5.43535
H 6.16208 0.22447 4.22280
H 5.63008 -2.72333 6.45143
H 1.87255 4.31669 -0.14986
H 3.96199 2.32313 6.56885
H -3.33452 2.44627 -2.36659
H -2.80433 -6.43768 -4.53440
H -0.32751 -1.67278 -0.28995
H 3.07177 -3.35278 4.55964
H 0.93246 0.17311 -1.67612
H -1.84435 -1.31755 -7.67199
H 4.82158 0.02916 3.09697
H -6.93426 1.62023 0.28252
H 2.16576 -0.79018 1.88826
H -6.15524 -3.43227 -0.57127
H -4.57050 -6.34203 -3.06624
H 5.39551 1.64476 3.41102
H -3.37654 1.83459 -0.43166
H -4.53849 -2.84568 -1.13533
H 2.66855 3.51569 1.24925
H 6.14053 0.16443 8.51771
H -2.89878 -7.65468 -1.98202
H -4.05382 1.81050 2.47562
H 2.63750 -0.58448 -8.62368
H -0.05307 0.44299 2.79608
H 4.44959 6.26641 2.22618
H 1.36026 1.29796 -4.87080
H 3.90337 -3.78772 -5.88870
H -7.20080 -2.23466 1.36624
H 6.59044 -1.34628 6.04269
H -0.31221 4.57045 1.37462
H -4.94691 2.42952 -0.88077
H 2.86104 -0.73192 8.14370
H 5.10785 2.83479 5.33363
H 0.37865 -1.66769 -9.06239
H -5.82174 -2.06081 -1.76441
H 2.71143 -1.52092 5.07760
H -4.87126 -4.61370 -3.29370
H -2.12369 4.84613 -5.39406
H -0.32565 -4.40217 -6.85574
H -3.08466 -6.54328 1.24943
H -3.11882 5.40848 -4.09597
H -1.04128 -3.72289 -8.24584
H 2.64015 8.31251 3.61840
H 2.93344 -4.42851 3.20005
H 2.50283 -0.28666 -6.29420
H -7.04685 -0.32048 2.68885
H -3.78850 -5.08886 0.48041
H 2.20956 0.74503 0.87144
H -2.72667 -4.70152 -4.93081
H 0.76011 4.89105 -3.21968
H -4.76056 0.16061 2.76257
H -1.42068 1.49247 2.42300
H 0.74017 -3.92434 -8.14846

HOMO, hartree: -0.2871
Net charge: 0
ΔE to the lowest compared entry with this formula, charge and spin, kcal per mole: 34.5
Strongest force on any atom, hartree/bohr: 0.0532
Structure (SMILES): CC1(C)CCCC(C)(C)N1O.CC1(C)CCCC(C)(C)N1O.CC1(C)CCCC(C)(C)N1O.CC1(C)CCCC(C)(C)N1O.CC1(C)CCCC(C)(C)N1O.COC[C@H](C)N.NC(N)=O.NC(N)=O.NC(N)=O.NC(N)=O
E_LUMO, eV: 0.25
DFT total energy, eV: -98272.11178
Kohn-Sham gap, eV: 8.07